{"formula": "C27H53B2N7O6P2S2", "method": "ωB97M-V with the def2-TZVPD basis set", "species": ["C", "C", "C", "C", "O", "O", "N", "B", "O", "O", "C", "C", "C", "N", "P", "S", "B", "O", "O", "C", "N", "C", "C", "C", "C", "N", "C", "S", "P", "C", "C", "H", "H", "H", "H", "H", "H", "H", "H", "H", "H", "H", "H", "H", "H", "H", "H", "H", "H", "H", "H", "H", "H", "H", "H", "H", "H", "H", "H", "H", "H", "H", "H", "C", "C", "C", "C", "N", "H", "H", "H", "H", "H", "H", "H", "C", "C", "C", "C", "N", "H", "H", "H", "H", "H", "H", "H", "C", "C", "C", "C", "N", "H", "H", "H", "H", "H", "H", "H"], "positions_angstrom": [[4.929525, -1.338700, 1.032077], [3.783695, -2.046014, 1.608080], [2.333917, -2.137258, 0.857585], [2.399289, -3.627720, 0.270045], [3.575178, -4.102943, 0.048677], [1.326298, -4.446507, 0.032817], [2.463909, -0.972302, -0.107593], [2.489609, -1.306195, -1.574960], [1.411569, -1.835643, -2.364430], [3.733501, -1.011296, -2.271262], [3.897774, -1.860777, -3.439364], [4.052597, -3.427520, -3.059771], [1.599361, 0.110406, 0.354419], [1.744305, 1.428438, 0.177218], [3.111180, 2.132170, -0.759644], [2.764175, 2.118208, -2.689819], [0.778659, 2.465121, 0.763123], [-0.285567, 2.995016, -0.060231], [1.025434, 2.875513, 2.112934], [-0.178670, 2.679863, 2.914341], [0.565043, -0.564612, 1.124563], [-0.817485, -0.612085, 0.601182], [-1.178659, -1.856289, -0.345805], [-1.968490, -1.321634, -1.655424], [-2.624869, -2.604689, -2.358975], [-1.717011, -3.226359, -3.381182], [1.136852, -1.719243, 1.852986], [1.881703, -0.859035, 3.380290], [0.029802, -3.023109, 2.667159], [-1.408086, -2.255276, 3.634163], [1.146412, -3.858926, 3.990766], [5.081499, -0.211277, 1.082683], [5.682076, -2.018809, 0.478738], [3.995633, -2.573312, 2.608115], [0.736264, -1.121569, -2.397307], [3.124336, -1.676829, -4.269770], [4.915601, -1.564319, -3.906609], [4.531196, -3.926740, -3.972737], [3.050303, -3.931906, -2.858495], [4.805220, -3.512776, -2.205391], [3.294383, 3.491332, -0.306078], [4.275953, 1.356241, -0.460741], [-1.110865, 2.547403, 0.242802], [-0.769170, 1.758065, 2.570031], [0.095153, 2.506603, 4.012015], [-0.782543, 3.655076, 2.859133], [-1.011499, 0.343869, -0.027115], [-1.615953, -0.570454, 1.438538], [-1.955713, -2.490152, 0.233735], [-0.315944, -2.566595, -0.580122], [-2.849769, -0.685314, -1.232003], [-1.334761, -0.663819, -2.340016], [-2.771208, -3.401195, -1.528071], [-3.692682, -2.409031, -2.758953], [-1.199851, -3.987348, -2.895581], [-2.343056, -3.703981, -4.045219], [2.653845, 0.222312, 2.947374], [-1.295442, -1.132104, 3.815437], [-1.591751, -2.856232, 4.609019], [-2.359666, -2.432070, 2.998693], [0.861518, -4.964373, 4.129615], [0.946195, -3.305693, 4.979393], [2.250210, -3.772823, 3.667763], [-3.231357, -2.847265, 8.879252], [-4.225090, -3.523301, 7.940367], [-3.697085, -4.837516, 7.360212], [-2.448207, -4.580656, 6.566827], [-1.465305, -4.378498, 5.942471], [-2.310900, -2.568967, 8.359487], [-3.661048, -1.930654, 9.290626], [-2.970295, -3.505211, 9.713667], [-4.471969, -2.832241, 7.127964], [-5.151967, -3.721635, 8.486431], [-4.447930, -5.288835, 6.706719], [-3.472808, -5.548245, 8.160300], [-4.162339, 4.267378, -3.537764], [-2.742477, 4.498357, -3.032380], [-1.940397, 3.202088, -2.897790], [-2.610353, 2.283303, -1.916961], [-3.137175, 1.559641, -1.143259], [-4.743030, 3.654618, -2.842917], [-4.686377, 5.220003, -3.645526], [-4.155445, 3.770501, -4.512483], [-2.789411, 5.007973, -2.064150], [-2.228539, 5.166437, -3.726543], [-0.928536, 3.420525, -2.546311], [-1.861828, 2.696947, -3.864617], [1.776100, 5.560006, -6.502517], [1.673829, 6.939343, -5.859921], [0.558222, 7.028608, -4.816009], [-0.768800, 6.744639, -5.460268], [-1.820355, 6.522953, -5.978282], [0.865552, 5.301563, -7.049300], [2.601744, 5.534728, -7.217710], [1.955683, 4.788085, -5.747776], [1.507895, 7.684705, -6.644270], [2.628299, 7.181328, -5.383304], [0.534150, 8.028861, -4.376090], [0.727084, 6.307653, -4.011010]], "forces_ev_per_angstrom": [[-1.16, -1.17, 0.53], [1.62, 0.71, -0.69], [1.75, 0.90, 2.24], [-1.16, -6.03, -2.35], [-2.28, 2.67, 1.01], [3.33, 5.10, 1.48], [-2.20, 2.51, 0.57], [2.11, 0.23, -3.18], [1.17, 1.85, 1.79], [-2.92, -1.95, 1.31], [1.65, -0.90, -1.52], [0.24, 0.86, -0.78], [-0.26, -5.22, 0.31], [0.54, 0.04, 0.00], [-0.07, -0.53, -2.56], [-0.03, 0.22, 1.13], [-1.31, 1.20, 1.34], [1.59, -1.88, 2.05], [-0.89, -1.79, -2.46], [-0.95, 0.70, 0.96], [-0.37, 1.94, -0.48], [-1.58, 0.67, -0.88], [-0.93, 0.02, 0.02], [-1.18, -0.84, 1.37], [-0.12, -0.41, 0.98], [-0.96, -0.46, 0.51], [1.78, 2.41, 0.19], [0.41, 0.38, 0.32], [-0.89, -2.12, -0.59], [-0.74, 0.59, 0.19], [0.34, 0.68, 0.51], [-0.98, -1.40, -1.54], [-0.21, 1.16, 2.38], [-0.52, -0.82, -2.43], [0.08, -0.97, -0.03], [0.83, -0.25, 1.56], [-1.62, -0.24, 0.88], [-0.74, 0.62, 1.17], [1.47, 0.71, 0.07], [-1.38, -0.01, -0.99], [-0.37, -1.07, 0.57], [-0.71, 0.26, 0.61], [0.24, 0.65, -0.50], [0.73, 1.38, 0.45], [-0.06, 0.21, -1.74], [0.56, -1.63, 0.05], [0.50, -1.41, 0.99], [1.60, -0.02, -1.04], [1.36, 0.93, -0.91], [-0.91, 1.08, 0.34], [1.71, -0.99, -0.93], [-0.85, -0.97, 0.71], [-0.05, 1.47, -1.04], [1.93, -0.03, 0.31], [-0.31, 0.82, -0.62], [0.64, 0.20, 0.26], [-0.69, -0.94, -0.20], [-0.20, -1.50, 0.07], [0.71, 1.29, -1.74], [1.59, 0.40, 0.84], [0.28, 1.83, -0.52], [0.66, -0.95, -1.39], [-1.77, -0.20, 0.61], [0.00, 0.07, 0.05], [0.01, 0.32, 0.19], [0.56, 0.39, -0.46], [2.29, 0.10, -1.47], [-3.26, -0.86, 2.34], [-0.05, -0.09, 0.02], [0.03, -0.10, 0.00], [0.00, 0.07, -0.06], [-0.03, -0.16, 0.01], [0.05, -0.09, -0.13], [0.21, -0.03, -0.04], [0.11, 0.04, -0.13], [-0.08, 0.05, -0.02], [-0.35, 0.20, -0.03], [-0.43, -0.23, 0.54], [-0.98, -1.81, 1.67], [1.69, 2.70, -2.30], [0.07, -0.02, -0.05], [0.06, -0.09, -0.05], [-0.02, 0.06, 0.08], [0.13, -0.08, -0.05], [0.07, -0.12, 0.07], [-0.10, -0.25, 0.09], [-0.07, -0.08, 0.14], [0.05, -0.05, -0.04], [0.22, -0.16, -0.28], [-0.60, -0.05, -0.59], [-3.49, -0.63, -1.44], [4.35, 0.88, 2.12], [0.03, 0.03, 0.09], [-0.05, -0.03, 0.09], [-0.01, 0.04, -0.08], [-0.02, 0.01, 0.17], [-0.14, 0.06, 0.06], [-0.18, -0.11, -0.01], [-0.13, 0.01, -0.08]], "e_tot_ha": -3423.8751, "spin_multiplicity": 1}